Entry 1:
{
  "formula": "C11H20N3OsP2",
  "method": "the ωB97M-V functional and the def2-TZVPD basis",
  "total_energy_ha": -1368.271462,
  "orbital_gap_ev": [6.67, 5.38],
  "homo_ev": [-10.6, -11.0],
  "spin_multiplicity": 5,
  "total_charge": 1,
  "elements": ["Os", "P", "P", "N", "N", "N", "C", "C", "C", "C", "C", "C", "C", "C", "C", "C", "C", "H", "H", "H", "H", "H", "H", "H", "H", "H", "H", "H", "H", "H", "H", "H", "H", "H", "H", "H", "H"],
  "xyz": [[-1.8102, 0.4806, -0.5673], [-2.1234, -1.6575, -0.1763], [-0.9700, 1.3611, 1.2272], [-3.1869, 1.7622, 2.8698], [-2.3272, 3.7820, 1.7536], [-3.8771, 2.3234, 0.5837], [3.0364, -0.5394, 0.1311], [2.3285, 1.5591, -0.5030], [-3.3683, 3.6563, 0.7204], [-3.5231, 1.5948, -0.6309], [-4.1832, 1.5913, 1.7830], [1.7670, -0.6944, -0.4729], [1.2534, 0.6349, -0.7836], [3.3846, 0.8451, 0.1189], [-1.9954, 0.9150, 2.7406], [-2.8239, 3.1771, 2.9931], [-1.0239, 3.2374, 1.3496], [-4.2858, 0.8318, -0.8595], [-0.2615, 3.4726, 2.1085], [1.2440, -1.6358, -0.6380], [-4.3300, 0.5307, 1.5524], [-0.7081, 3.6602, 0.3848], [3.6617, -1.3419, 0.5255], [-2.9949, 4.0107, -0.2451], [-5.1129, 2.0334, 2.1888], [4.2884, 1.2883, 0.5150], [2.2643, 2.6272, -0.6920], [-3.7327, 3.7301, 3.2884], [-2.0466, 3.2715, 3.7669], [-2.2629, -0.1501, 2.6937], [-0.9885, -2.5037, -0.3647], [-2.5393, -2.0257, 1.1497], [-3.3673, 2.3046, -1.4527], [-4.2000, 4.2963, 1.0695], [0.1945, 0.8177, -1.1857], [-3.0876, -2.3208, -0.9910], [-1.3104, 1.0864, 3.5842]],
  "forces_ev_per_angstrom": [[0.57, 1.14, -0.92], [0.06, -2.47, 0.33], [-0.67, 0.48, 0.86], [0.14, -0.36, -0.51], [0.10, -0.38, -0.37], [0.88, -1.79, -2.78], [-2.24, -1.74, -0.96], [-0.73, -0.17, 0.42], [0.06, 0.98, 1.04], [-0.75, 1.57, 1.43], [-0.27, 0.62, 1.42], [1.56, -0.14, 1.33], [1.28, -0.18, -0.33], [-1.48, 1.72, -1.00], [0.41, 0.43, -0.38], [-0.18, 0.17, 0.10], [0.02, -0.30, 0.28], [0.08, 0.11, 0.01], [-0.25, 0.30, -0.16], [0.22, 0.32, 0.10], [0.01, 0.26, 0.10], [-0.05, -0.08, 0.34], [-0.28, 0.28, -0.23], [-0.12, -0.01, 0.24], [0.20, -0.38, -0.09], [-0.05, -0.07, -0.12], [0.19, -0.26, 0.18], [0.42, -0.15, 0.02], [-0.38, 0.05, -0.18], [0.09, 0.34, 0.10], [-0.57, -0.05, 0.24], [0.13, -0.02, -0.71], [-0.28, -0.11, 0.01], [0.29, -0.08, -0.27], [1.78, 0.16, -0.03], [0.28, -0.05, 0.39], [-0.47, -0.15, 0.10]]
}

Entry 2:
{
  "formula": "C3H5N3OS",
  "method": "the ωB97M-V functional and the def2-TZVPD basis",
  "total_energy_ha": -754.983399,
  "orbital_gap_ev": 7.87,
  "homo_ev": -7.8,
  "elements": ["S", "O", "N", "N", "N", "C", "C", "C", "H", "H", "H", "H", "H"],
  "xyz": [[1.6449, 1.6375, -0.6027], [-2.0286, -0.8006, 2.0214], [-0.2977, 0.4756, 1.0373], [0.2997, -1.1821, -2.0151], [-0.9984, -1.3059, -0.0500], [-0.0624, -0.6515, -0.7960], [-1.0661, -0.5999, 1.0879], [0.4526, 0.4486, -0.1495], [-0.4989, 1.2550, 1.6553], [0.6419, -0.5506, -2.7252], [-0.4642, -1.8630, -2.3032], [-1.4436, -0.9030, 3.0627], [2.7044, 1.1704, 0.1227]],
  "forces_ev_per_angstrom": [[0.03, -0.35, 0.38], [3.28, -0.46, 4.89], [0.35, 0.98, 1.49], [-1.51, -1.59, -0.33], [0.07, 0.38, 1.46], [0.55, 0.11, -0.25], [-1.17, -1.01, -2.34], [-0.42, 0.20, -0.11], [0.58, -0.06, -0.34], [-0.23, -0.08, 0.13], [1.66, 1.35, 0.11], [-2.84, 0.44, -4.77], [-0.35, 0.10, -0.32]]
}

Entry 3:
{
  "formula": "C15H37F2N2O9PS",
  "method": "the ωB97M-V functional and the def2-TZVPD basis",
  "total_energy_ha": -2319.521486,
  "orbital_gap_ev": 8.90,
  "homo_ev": -8.9,
  "elements": ["S", "P", "F", "F", "O", "O", "O", "O", "O", "O", "O", "O", "O", "N", "N", "C", "C", "C", "C", "C", "C", "C", "C", "C", "C", "C", "C", "C", "C", "C", "H", "H", "H", "H", "H", "H", "H", "H", "H", "H", "H", "H", "H", "H", "H", "H", "H", "H", "H", "H", "H", "H", "H", "H", "H", "H", "H", "H", "H", "H", "H", "H", "H", "H", "H", "H", "H"],
  "xyz": [[3.4590, -0.3882, -0.5189], [2.3410, 1.6534, 0.9929], [3.3167, -1.8350, -1.2713], [-0.8862, -0.9050, 1.3107], [-0.7023, -8.6366, -1.0563], [1.7733, 2.7233, -0.1814], [3.7121, 0.7092, -1.4797], [-0.5341, 5.2888, 1.3395], [-2.3536, -6.4662, -2.9180], [0.1868, 8.2345, 2.6771], [4.6157, -0.5126, 0.4063], [-0.5947, 7.9076, -0.2840], [-0.1019, -5.6184, -0.9965], [1.2385, 1.7350, 2.3681], [2.0904, -0.0552, 0.4420], [-0.9804, -6.3973, -0.1869], [0.4593, 6.9659, -0.0965], [-0.7027, 9.0319, 1.9063], [0.8451, -2.5413, 0.8696], [-3.6235, -5.8826, -3.1240], [0.8001, -0.2124, -0.3085], [-0.0511, -5.9584, -2.3802], [-1.4913, 4.2483, 1.3556], [-1.4042, 8.1877, 0.8549], [0.2142, -9.7096, -1.1265], [1.2290, 8.9966, 3.2499], [-0.0230, 5.5303, 0.0328], [-0.4751, -7.8065, 0.0746], [-0.0633, -1.4054, 0.2877], [-1.2944, -5.5488, -3.1525], [0.0048, -10.2728, -2.0355], [0.5926, -7.7697, 0.3188], [-1.4475, 9.4571, 2.5907], [-0.7154, -1.7683, -0.5456], [-1.0229, -5.8747, 0.7727], [1.8073, 1.3416, 3.1215], [-1.8170, 7.2720, 1.2798], [0.1863, 0.7056, -0.0983], [-1.5894, -4.5370, -2.8525], [-3.7663, -5.0259, -2.4560], [1.0662, 7.0329, -1.0034], [-0.1597, 9.8452, 1.4130], [-0.7909, 5.3355, -0.7245], [0.7932, -5.3921, -2.7823], [-1.0246, -8.2395, 0.9200], [-2.3358, 4.4925, 0.7018], [-1.0391, 3.3007, 1.0465], [1.5521, -2.8310, 0.0604], [1.0514, 2.7199, 2.5648], [1.8143, 9.4958, 2.4698], [0.8176, 4.8475, -0.1209], [-1.0768, -5.5582, -4.2278], [2.5087, 3.0920, -0.6870], [1.3913, -2.2327, 1.7879], [1.1017, 7.2552, 0.7363], [0.1659, -3.3986, 1.1036], [-1.9930, -6.3969, -0.5919], [-2.2471, 8.7676, 0.4702], [-4.3806, -6.6302, -2.8894], [1.8871, 8.3164, 3.7900], [0.9175, -0.2811, -1.4127], [0.1822, -7.0146, -2.5177], [0.1033, -10.3706, -0.2616], [-1.8657, 4.1497, 2.3745], [0.8261, 9.7376, 3.9492], [-3.7395, -5.5688, -4.1673], [1.2420, -9.3344, -1.1840]],
  "forces_ev_per_angstrom": [[5.45, 2.84, 1.84], [2.42, 1.32, 0.80], [-0.78, 2.06, 0.92], [0.34, -0.18, -0.57], [0.28, 0.08, -0.10], [-1.14, -1.38, 1.35], [-1.79, -2.89, 0.66], [-0.23, 0.01, -0.03], [-0.08, 0.18, 0.23], [0.21, 0.06, -0.19], [-3.33, -0.85, -1.94], [0.05, -0.07, 0.19], [-0.13, -0.12, -0.08], [0.21, -0.13, -1.95], [-0.71, -0.10, -2.25], [0.20, 0.06, 0.16], [-0.15, -0.04, -0.22], [-0.09, -0.45, 0.22], [-1.16, 0.10, -0.54], [0.17, -0.17, -0.03], [-1.64, -0.23, 0.96], [0.04, 0.26, 0.00], [0.16, 0.13, 0.08], [0.03, 0.21, -0.14], [-0.20, 0.12, -0.05], [-0.18, -0.16, -0.01], [0.28, 0.21, 0.38], [-0.43, -0.07, -0.26], [1.38, 0.03, -0.35], [0.01, -0.53, -0.02], [-0.08, 0.03, 0.05], [0.00, 0.04, 0.01], [-0.08, 0.17, -0.13], [0.34, 0.11, 0.83], [0.10, -0.01, -0.02], [-0.31, 0.17, -0.11], [0.17, -0.01, 0.18], [0.53, -0.76, -0.39], [0.02, 0.04, 0.01], [-0.04, 0.09, -0.09], [-0.10, -0.01, -0.04], [-0.01, 0.02, -0.04], [0.00, 0.02, -0.01], [-0.05, 0.07, 0.06], [0.11, 0.11, 0.18], [0.00, -0.11, -0.07], [-0.13, -0.09, -0.07], [-0.43, -0.05, 0.72], [-0.03, -0.21, 0.00], [0.00, 0.12, 0.05], [-0.05, 0.04, -0.25], [0.12, 0.20, -0.02], [0.20, -0.37, 0.18], [-0.42, -0.04, -0.78], [-0.11, -0.16, 0.15], [0.78, 0.55, -0.18], [0.04, -0.22, -0.10], [0.09, 0.05, -0.04], [0.08, -0.03, -0.05], [-0.10, -0.01, 0.01], [0.11, -0.09, 0.78], [-0.24, -0.05, -0.04], [0.13, -0.07, 0.03], [0.09, 0.01, -0.01], [0.11, 0.09, -0.02], [-0.10, 0.10, 0.03], [0.05, -0.07, 0.10]]
}